42
Properties=species:S:1:pos:R:3:mulliken_charge:R:1 method="wB97M-V/def2-TZVPD" homo_lumo_gap_ev=8.99 largest_force_ev_per_a=2.3 spin_multiplicity=1 homo_energy_ev=-8.89 molar_mass_g_mol=245.273 energy_ha=-934.74851 relative_energy_kcal_mol=53.3
H 2.99 -3.47 0.81 0.2196
N 2.99 -2.51 1.16 -0.7646
C 2.41 -1.55 0.58 0.4053
N 1.84 -1.44 -0.67 0.0013
C 1.56 -2.71 -1.34 -0.8512
C 0.14 -2.76 -1.95 -0.8991
C -1.07 -2.46 -1.03 -0.5684
N -1.83 -1.25 -1.26 -0.4448
H 2.38 -0.64 1.16 0.1784
H 1.20 -0.67 -0.77 0.3088
H 1.56 -3.57 -0.68 0.3470
H 2.26 -2.81 -2.17 0.2725
H 0.10 -2.15 -2.86 0.4052
H -0.08 -3.74 -2.40 0.3935
H -1.73 -3.32 -0.96 0.5022
H -0.59 -2.36 -0.06 0.2431
H -1.27 -0.43 -1.42 0.1294
H -2.61 -1.32 -1.87 0.2452
O -3.01 -0.31 1.16 -0.6721
H -2.18 -0.50 0.70 0.3608
H -2.98 -0.21 2.12 0.2537
O 1.88 4.02 0.01 -0.5960
H 1.49 4.90 -0.11 0.2877
H 1.23 3.48 -0.45 0.2914
O -0.73 2.27 2.80 -0.6413
H 0.10 2.45 3.25 0.2728
H -1.07 3.08 2.40 0.3527
O -5.01 -0.17 -0.76 -0.6328
H -4.15 -0.17 -0.29 0.3465
H -5.03 0.79 -0.90 0.3078
O 2.89 1.11 -1.85 -0.6211
H 2.64 0.96 -0.93 0.2601
H 3.58 0.45 -1.96 0.3221
O 0.04 0.82 0.69 -0.3957
H -0.79 1.30 0.65 0.1798
H 0.51 0.88 1.52 0.2496
O 2.61 1.38 1.29 -0.5449
H 3.06 2.17 0.92 0.2441
H 3.28 1.08 1.91 0.2784
O -2.53 3.25 1.06 -0.6560
H -3.35 3.75 1.14 0.2858
H -2.72 2.36 1.38 0.3436



43
Properties=species:S:1:pos:R:3:mulliken_charge:R:1 method="wB97M-V/def2-TZVPD" homo_lumo_gap_ev=6.27 largest_force_ev_per_a=7.4 total_charge=-2 spin_multiplicity=1 homo_energy_ev=-1.16 molar_mass_g_mol=281.324 energy_ha=-1373.89543 relative_energy_kcal_mol=49.5
C 2.55 1.05 1.31 -0.8910
N 1.71 -0.14 1.02 -0.0788
C 0.28 0.19 0.71 0.3391
C -0.36 1.07 1.78 -0.7883
S -0.84 0.20 3.31 -0.6343
C 0.16 0.68 -0.79 0.5236
O 0.87 1.94 -0.87 -0.8851
H 2.48 1.40 2.42 0.2258
H 2.13 1.95 0.72 0.2736
H 3.66 1.03 1.03 0.2602
H 1.79 -0.91 1.74 0.3852
H -0.26 -0.83 0.79 -0.0224
H -1.39 1.54 1.45 0.1649
H 0.29 1.95 1.98 0.3282
H -0.85 0.85 -1.27 -0.5163
H 0.65 -0.11 -1.33 -0.0755
H -0.36 0.17 -3.32 0.2989
H 1.10 0.31 -3.63 0.3628
O 0.34 -0.34 -3.66 -0.6820
H -0.84 3.42 0.79 0.3232
H 0.02 2.84 -0.55 0.3999
O -0.94 3.46 -0.26 -0.8984
H -2.53 -2.88 -0.24 0.3064
H -3.52 -1.76 -0.50 0.4470
O -3.30 -2.59 -0.80 -0.6957
H 1.08 -3.30 -0.01 0.4261
H 0.13 -3.19 1.14 0.3096
O 0.71 -3.85 0.58 -0.6787
H 1.78 -2.11 -1.55 0.3497
H 2.54 -1.72 -0.48 0.4081
O 2.41 -2.51 -0.97 -0.8450
H -2.42 1.91 -2.00 0.2492
H -2.06 2.59 -0.72 0.5021
O -2.86 2.06 -1.25 -0.8124
H -1.69 -2.00 2.98 0.2465
H -0.26 -2.62 3.24 0.3221
O -1.13 -2.83 2.85 -0.7107
H 1.92 1.57 -1.98 0.4064
H 3.20 0.93 -2.60 0.1859
O 2.36 1.04 -2.71 -0.6289
H -2.89 0.36 0.04 0.5376
H -2.45 -0.38 1.07 0.1583
O -3.23 -0.44 0.53 -0.8969



41
Properties=species:S:1:pos:R:3:lowdin_spin:R:1 method="wB97M-V/def2-TZVPD" homo_lumo_gap_ev="9.72 / 4.27" largest_force_ev_per_a=3.9 total_charge=+1 spin_multiplicity=2 homo_energy_ev="-12.76 / -12.57" molar_mass_g_mol=249.326 energy_ha=-1223.10192 relative_energy_kcal_mol=45.1
C -1.51 1.04 -1.22 0.0062
C -1.33 1.05 -2.73 0.0131
S -2.07 -0.26 -3.71 0.0379
C -0.47 0.31 -0.40 0.0741
N -0.96 -0.88 0.30 0.6166
C -0.01 -2.00 0.26 0.0680
H -1.75 2.07 -0.94 -0.0006
H -2.48 0.54 -1.06 -0.0009
H -0.28 1.12 -3.05 0.0015
H -1.69 1.99 -3.14 0.0050
H -3.18 -0.34 -3.02 0.0009
H 0.31 -0.02 -1.08 0.0245
H 0.03 0.90 0.38 0.0301
H -1.86 -1.20 -0.08 0.0172
H -0.57 -2.91 0.36 -0.0007
H 0.79 -1.78 0.97 0.0163
H 0.40 -2.07 -0.75 0.0337
H 3.31 0.20 -1.08 0.0000
H 1.97 -0.10 -0.97 0.0012
O 2.76 -0.31 -0.45 0.0027
H 0.89 1.06 2.87 -0.0001
H 0.01 0.08 3.80 0.0000
O 0.47 0.93 3.73 0.0006
H -1.15 -1.43 2.43 0.0038
H -1.76 -1.75 3.87 0.0001
O -1.13 -1.26 3.35 0.0142
H 2.03 -2.06 -3.27 0.0001
H 0.63 -2.72 -3.10 0.0002
O 1.10 -1.88 -3.09 0.0083
H -0.96 2.19 3.46 0.0000
H -1.80 1.21 2.65 -0.0001
O -1.73 2.14 2.86 0.0000
H -0.68 3.14 0.75 0.0001
H 0.24 4.38 0.66 0.0000
O 0.10 3.51 0.32 0.0002
H 1.43 2.38 0.85 -0.0001
H 2.25 0.98 0.85 -0.0001
O 1.76 1.63 1.36 0.0174
H 2.06 -2.77 -1.52 -0.0001
H 2.78 -3.54 -0.41 0.0002
O 2.03 -3.58 -1.01 0.0086



55
Properties=species:S:1:pos:R:3:mulliken_charge:R:1 method="wB97M-V/def2-TZVPD" homo_lumo_gap_ev=9.16 largest_force_ev_per_a=5.4 total_charge=-1 spin_multiplicity=1 homo_energy_ev=-7.49 molar_mass_g_mol=439.058 energy_ha=-1849.62420 relative_energy_kcal_mol=76.9
O -2.35 0.09 1.87 -0.6974
C -1.49 0.61 1.13 0.6680
O -0.78 -0.02 0.25 -0.4626
B 0.15 0.96 -0.31 1.0264
O -0.22 2.25 0.23 -0.5567
C -1.14 2.09 1.09 0.5425
O -1.74 2.94 1.63 -0.5946
O -0.03 1.00 -1.80 -0.4558
C 1.07 0.56 -2.39 0.5918
O 1.24 0.32 -3.61 -0.6716
C 2.17 0.38 -1.33 0.6061
O 1.55 0.58 -0.09 -0.4146
O 3.27 -0.09 -1.45 -0.5841
O -0.22 -5.21 0.13 -0.6387
H 0.35 -5.46 -0.60 0.3206
H -1.07 -5.04 -0.27 0.3176
O 3.72 3.35 3.59 -0.6437
H 3.28 2.89 2.88 0.3278
H 3.21 3.13 4.37 0.3166
O 10.01 -1.26 -1.27 -0.6363
H 10.46 -0.72 -0.61 0.3153
H 9.43 -0.65 -1.72 0.3238
O -5.37 1.30 6.87 -0.6333
H -6.32 1.32 6.77 0.3080
H -5.05 0.93 6.05 0.3257
O -0.61 -1.31 6.71 -0.6358
H 0.31 -1.57 6.66 0.3148
H -1.07 -1.92 6.13 0.3208
O 1.38 4.36 -7.80 -0.6460
H 2.18 4.02 -7.40 0.3203
H 0.87 4.69 -7.05 0.3253
O -4.28 7.67 5.67 -0.6380
H -4.16 7.36 4.77 0.3250
H -5.23 7.82 5.74 0.3129
O -1.30 -1.65 -9.49 -0.6396
H -0.71 -1.00 -9.13 0.3256
H -0.73 -2.33 -9.85 0.3141
O -2.54 4.33 -4.15 -0.6460
H -2.21 3.45 -3.95 0.3318
H -2.42 4.82 -3.33 0.3165
O -6.99 -3.31 2.04 -0.6378
H -6.59 -2.50 2.36 0.3192
H -7.87 -3.05 1.76 0.3184
O 7.89 -5.27 -0.84 -0.6438
H 7.65 -5.51 0.05 0.3182
H 8.10 -4.34 -0.79 0.3228
O 4.01 -3.66 2.99 -0.6444
H 3.33 -3.48 2.34 0.3278
H 3.71 -4.45 3.44 0.3168
O -8.90 1.03 1.48 -0.6297
H -8.54 1.20 2.34 0.3161
H -9.79 1.38 1.51 0.3138
O 3.17 -4.59 -4.42 -0.6418
H 3.32 -3.68 -4.16 0.3288
H 3.89 -4.77 -5.03 0.3132



42
Properties=species:S:1:pos:R:3:mulliken_charge:R:1 method="wB97M-V/def2-TZVPD" homo_lumo_gap_ev=10.24 smiles=CCO.CCO.O.O.O.O.O.O.O.O largest_force_ev_per_a=2.9 spin_multiplicity=1 homo_energy_ev=-10.16 molar_mass_g_mol=236.258 energy_ha=-921.50707 relative_energy_kcal_mol=40.4
C -7.33 1.25 -0.20 -0.9278
C -8.46 1.93 -1.07 -0.2840
O -8.61 3.28 -0.81 -0.5005
H -7.40 0.16 -0.27 0.3187
H -7.42 1.49 0.86 0.2761
H -6.31 1.44 -0.54 0.2705
H -9.38 1.40 -0.83 0.2307
H -8.33 1.78 -2.15 0.2978
H -8.15 3.69 -1.54 0.3188
C 0.83 1.79 0.98 -0.9297
C 2.14 0.91 0.96 -0.2945
O 1.79 -0.44 1.25 -0.4842
H 0.97 2.84 0.76 0.3349
H 0.21 1.81 1.88 0.2785
H 0.14 1.45 0.21 0.2638
H 2.77 1.37 1.72 0.2596
H 2.78 1.12 0.10 0.2632
H 1.38 -0.81 0.47 0.3073
O -3.36 -4.03 -2.55 -0.6442
H -2.65 -3.39 -2.62 0.3178
H -3.31 -4.35 -1.65 0.3221
O 1.94 2.73 -5.01 -0.6387
H 2.25 2.46 -5.88 0.3219
H 1.78 3.67 -5.09 0.3177
O -2.12 -5.17 2.09 -0.6376
H -1.38 -4.70 2.46 0.3177
H -1.73 -5.90 1.61 0.3204
O 0.71 -2.83 5.82 -0.6289
H 1.13 -3.62 6.17 0.3179
H 1.43 -2.36 5.39 0.3120
O 6.13 -1.70 4.12 -0.6294
H 5.81 -2.29 4.80 0.3112
H 5.48 -1.75 3.42 0.3200
O 8.47 2.70 3.79 -0.6424
H 7.94 1.94 4.02 0.3231
H 9.33 2.51 4.16 0.3177
O 0.39 -1.61 -3.60 -0.6330
H 0.40 -0.65 -3.67 0.3200
H 1.15 -1.90 -4.11 0.3160
O 6.26 0.89 -5.05 -0.6383
H 6.52 1.34 -5.85 0.3172
H 5.79 1.55 -4.54 0.3208



44
Properties=species:S:1:pos:R:3:mulliken_charge:R:1 method="wB97M-V/def2-TZVPD" homo_lumo_gap_ev=8.49 smiles=C1CCNC1.O.O.O.O.O.O.O.O.O.O largest_force_ev_per_a=6.7 spin_multiplicity=1 homo_energy_ev=-8.42 molar_mass_g_mol=251.273 energy_ha=-976.87255 relative_energy_kcal_mol=84.0
C -0.66 -0.55 -0.59 0.0664
C -1.00 0.75 0.20 0.8461
C -2.38 1.10 -0.29 -1.0071
N -2.96 -0.03 -1.06 -0.3830
C -1.96 -1.15 -1.02 -0.6603
H -0.20 -1.22 0.08 0.3076
H 0.03 -0.33 -1.51 -0.0019
H -0.97 0.38 1.29 -0.4197
H -0.23 1.64 0.07 0.1385
H -3.18 1.44 0.33 0.4454
H -2.29 2.09 -0.88 0.1657
H -3.90 -0.38 -0.80 0.3014
H -2.25 -1.81 -0.09 0.3404
H -2.02 -1.67 -2.06 0.0579
O -0.69 -3.67 0.10 -0.6339
H -1.28 -4.31 -0.39 0.3131
H -1.07 -3.23 0.82 0.3986
O 1.99 1.20 0.09 -0.7550
H 1.68 1.29 -0.82 0.3251
H 2.92 1.09 0.01 0.2619
O -0.87 0.97 -3.29 -0.6401
H -1.65 0.61 -2.90 0.2795
H -1.17 1.66 -3.75 0.2569
O -0.06 1.81 3.12 -0.6035
H 0.81 1.74 2.76 0.3039
H 0.15 2.53 3.64 0.2963
O 1.63 3.32 1.79 -0.6664
H 1.08 4.02 1.41 0.3121
H 1.80 2.61 1.16 0.4257
O 2.97 -0.46 -2.62 -0.6918
H 3.14 -0.79 -1.72 0.3957
H 2.51 -1.09 -3.17 0.2798
O -1.58 -2.34 2.18 -0.7146
H -1.08 -2.77 2.85 0.3186
H -1.61 -1.40 2.34 0.3322
O 0.12 -1.05 3.78 -0.6328
H 0.64 -0.95 2.93 0.3001
H -0.20 -0.25 3.95 0.3197
O 3.21 -1.42 -0.23 -0.5965
H 2.52 -1.44 0.46 0.2777
H 3.60 -2.30 0.00 0.2885
O 1.49 1.73 -2.48 -0.7046
H 2.23 1.12 -2.71 0.4202
H 0.75 1.48 -2.96 0.3365



48
Properties=species:S:1:pos:R:3:mulliken_charge:R:1 method="wB97M-V/def2-TZVPD" homo_lumo_gap_ev=10.02 smiles="N[C@H](C=O)CC(=O)O.O.O.O.O.O.O.O.O.O.O.O" largest_force_ev_per_a=2.3 spin_multiplicity=1 homo_energy_ev=-10.15 molar_mass_g_mol=315.269 energy_ha=-1277.92934 relative_energy_kcal_mol=63.8
N 0.53 1.74 1.84 -0.4710
C 0.57 0.25 1.72 -0.2525
C 1.92 -0.17 1.18 -0.1313
O 2.80 0.59 0.87 -0.5074
C -0.47 -0.49 0.83 0.8679
C -1.71 0.30 0.50 0.3797
O -1.68 1.13 -0.39 -0.7098
O -2.81 0.06 1.22 -0.4247
H 1.21 1.94 2.58 0.2794
H 0.82 2.11 0.97 0.1714
H 0.36 -0.11 2.74 0.4007
H 2.03 -1.28 1.07 0.4723
H -0.85 -1.49 1.18 0.3981
H -0.09 -0.63 -0.19 -0.8707
H -3.52 0.61 0.80 0.4535
O -3.10 -3.44 0.61 -0.5951
H -2.61 -3.42 1.46 0.3348
H -3.26 -4.41 0.65 0.3166
O -2.05 3.49 0.98 -0.7179
H -1.87 2.92 0.20 0.4470
H -2.16 2.86 1.71 0.2896
O 1.68 3.74 -1.61 -0.7227
H 2.51 3.74 -1.14 0.3145
H 0.96 4.01 -1.01 0.3492
O 1.06 1.04 -1.89 -0.6327
H 1.28 1.99 -1.88 0.2965
H 0.11 0.96 -1.69 0.1082
O 0.28 4.92 0.34 -0.7316
H -0.40 4.40 0.79 0.4122
H -0.17 5.61 -0.15 0.3230
O -1.11 -0.67 -2.97 -0.6045
H -1.88 -0.38 -3.46 0.2718
H -0.84 0.11 -2.50 0.3540
O -1.93 -2.64 3.13 -0.6193
H -1.94 -1.69 2.86 0.3199
H -2.44 -2.65 3.95 0.2696
O 3.17 -2.00 -1.83 -0.6796
H 3.15 -1.63 -2.73 0.3438
H 3.22 -1.22 -1.27 0.3154
O 1.99 -0.42 -4.01 -0.6462
H 1.36 -1.09 -4.26 0.3052
H 1.57 0.23 -3.45 0.4522
O 0.88 -4.65 1.89 -0.6387
H 1.27 -4.29 1.09 0.3152
H 0.34 -3.96 2.28 0.3194
O 0.22 -2.48 -0.81 -0.5204
H -0.29 -1.98 -1.49 0.2575
H 1.03 -2.57 -1.35 0.3379



45
Properties=species:S:1:pos:R:3:mulliken_charge:R:1 method="wB97M-V/def2-TZVPD" homo_lumo_gap_ev=8.55 smiles=CSSC[C@@H](C)N.O.O.O.O.O.O.O.O.O largest_force_ev_per_a=3.1 spin_multiplicity=1 homo_energy_ev=-8.28 molar_mass_g_mol=299.408 energy_ha=-1698.03366 relative_energy_kcal_mol=11.6
C -0.56 2.17 -3.11 -0.4163
S -0.68 0.46 -3.66 -0.1143
S -1.65 -0.56 -2.20 -0.1119
C -0.74 -0.32 -0.64 -0.3287
C -1.15 -1.17 0.56 0.4798
C -0.33 -0.88 1.77 -0.8384
N -2.47 -0.65 0.95 -0.4977
H -0.73 2.26 -2.03 -0.1129
H 0.50 2.41 -3.20 0.2545
H -1.20 2.93 -3.59 0.3514
H 0.30 -0.58 -0.90 0.1583
H -0.81 0.77 -0.48 0.0136
H -1.07 -2.21 0.17 0.3696
H -0.72 -0.16 2.52 0.5160
H 0.70 -0.59 1.63 -0.2680
H -0.31 -1.82 2.41 0.4321
H -3.16 -1.28 1.34 0.1684
H -3.04 -0.15 0.30 0.2091
O 0.73 0.17 4.63 -0.6670
H 0.56 -0.69 4.23 0.3094
H -0.18 0.47 4.76 0.3037
O 1.66 0.90 2.24 -0.7468
H 1.22 0.85 3.15 0.4575
H 2.53 1.28 2.27 0.2633
O -0.16 2.22 4.32 -0.6909
H -0.52 2.39 3.42 0.4636
H -0.87 1.74 4.77 0.3191
O 2.06 -3.39 0.61 -0.7082
H 2.77 -3.93 0.98 0.3099
H 2.47 -2.48 0.68 0.4674
O 2.27 -0.72 -2.12 -0.6244
H 2.14 -0.61 -3.06 0.2476
H 2.23 -1.69 -1.96 0.3743
O -1.38 2.23 2.08 -0.6860
H -1.36 2.69 1.23 0.2804
H -1.56 1.30 1.86 0.2490
O 3.02 -0.94 0.93 -0.8088
H 2.99 -0.48 0.08 0.3172
H 2.45 -0.47 1.60 0.3102
O 1.97 -3.44 -2.05 -0.6911
H 1.37 -3.94 -2.61 0.2979
H 1.89 -3.77 -1.12 0.3949
O -2.20 3.32 -0.73 -0.5891
H -2.72 4.08 -0.48 0.2512
H -2.65 2.89 -1.47 0.3313



9
Properties=species:S:1:pos:R:3:mulliken_charge:R:1 method="wB97M-V/def2-TZVPD" homo_lumo_gap_ev="6.77 / 6.76" largest_force_ev_per_a=5.9 total_charge=+1 spin_multiplicity=1 homo_energy_ev="-12.68 / -12.65" molar_mass_g_mol=189.926 energy_ha=-450.52772 relative_energy_kcal_mol=86.8
H 1.47 1.36 -1.60 0.1458
O 2.06 2.75 0.25 -0.2480
C 1.71 1.77 -0.27 0.4136
C 0.47 1.13 -0.56 -0.0448
C -0.17 0.25 0.10 0.0406
C -1.09 -0.82 0.23 -0.0027
O -0.79 -1.99 0.43 -0.5143
Ag -1.53 -3.98 1.17 0.8975
H -2.14 -0.48 0.25 0.3124



9
Properties=species:S:1:pos:R:3:mulliken_charge:R:1 method="wB97M-V/def2-TZVPD" homo_lumo_gap_ev=6.75 largest_force_ev_per_a=5.5 total_charge=+1 spin_multiplicity=1 homo_energy_ev=-13.73 molar_mass_g_mol=291.038 energy_ha=-518.12332
H 1.29 -2.34 -0.17 0.3606
C 0.94 -1.32 -0.01 -0.0034
C -0.32 -0.91 -0.05 -0.3626
O 2.03 -0.55 0.25 -0.0935
O 1.79 0.82 0.49 -0.3543
Bi 0.15 1.81 0.31 1.1766
C -1.82 1.16 -0.22 -0.8127
C -1.24 0.00 -0.02 0.6597
H -2.83 1.33 -0.58 0.4296



10
Properties=species:S:1:pos:R:3:mulliken_charge:R:1 method="wB97M-V/def2-TZVPD" homo_lumo_gap_ev="8.49 / 7.41" largest_force_ev_per_a=5.8 spin_multiplicity=1 homo_energy_ev="-9.80 / -8.83" molar_mass_g_mol=192.037 energy_ha=-3255.65620 relative_energy_kcal_mol=98.2
C -0.42 0.17 -0.87 -0.3726
C -1.16 1.25 -1.36 -0.4249
C -0.69 1.20 0.97 0.1280
C 1.41 -1.85 1.54 0.3604
N -0.10 0.24 0.41 -0.1239
O 1.38 -2.19 2.66 -0.2572
S -1.61 2.21 -0.01 -0.0453
Br 2.98 -1.70 0.37 -0.1105
H -0.10 -0.58 -1.55 0.3853
H -1.69 1.25 -2.17 0.4607